No. 1
Below is a structure of composition C23H61BFNO11Si2, with properties calculated with the ωB97M-V functional and the def2-TZVPD basis.

```
100
Properties=species:S:1:pos:R:3:forces:R:3:mulliken_charge:R:1
C 9.6576 3.2998 -5.4590 0.0 0.0 -0.1 -1.3291
C 8.3441 2.7532 -4.9326 0.0 0.0 -0.1 0.2352
O 7.5746 3.8332 -4.4251 0.1 0.0 0.1 -0.3944
C 6.7249 3.5569 -3.3289 -0.1 0.1 0.2 -0.3739
C 5.2880 3.9569 -3.6768 0.2 0.0 -0.2 -0.6543
Si 4.2757 2.8125 -4.7683 0.2 0.5 0.3 -0.5512
C 3.8437 1.1858 -3.8967 0.2 -0.1 -0.2 -0.3294
C 4.9232 0.1150 -3.7512 -0.3 -0.1 0.3 0.3089
C 5.1969 -0.2840 -2.3157 0.1 0.0 -0.1 -1.5935
F 6.1401 0.5549 -4.3130 0.0 -0.1 0.0 -0.2650
O 5.1145 2.5706 -6.1883 -0.4 -0.2 0.0 -0.2210
Si 4.6445 1.5334 -7.3772 0.3 0.0 -0.1 0.4171
B 2.4922 3.7308 -5.1499 0.1 -0.1 0.1 0.7226
N 1.4785 3.6521 -4.1528 0.0 0.8 -0.1 -0.2114
O 2.1784 4.3633 -6.3423 0.1 0.5 0.2 -0.6105
H 10.0972 2.6044 -6.1760 0.0 0.0 0.1 0.3849
H 9.4823 4.2462 -5.9722 0.0 0.0 0.0 0.3190
H 10.3735 3.4714 -4.6554 0.0 0.1 0.0 0.3008
H 8.5237 2.0163 -4.1433 0.0 0.0 -0.1 0.2915
H 7.7853 2.2619 -5.7354 0.0 0.0 0.0 0.0109
H 6.7958 2.5051 -3.0393 0.0 0.0 0.0 0.0901
H 7.0724 4.1518 -2.4750 0.0 0.0 0.0 0.4118
H 5.3685 4.8986 -4.2341 -0.1 0.0 0.1 0.3549
H 4.7203 4.1932 -2.7692 0.0 -0.1 0.0 0.4791
H 3.4526 1.4625 -2.9106 0.0 0.1 -0.1 0.2080
H 2.9985 0.7699 -4.4547 0.0 0.0 0.1 0.3863
H 4.6249 -0.7753 -4.3101 0.2 0.1 -0.2 0.3768
H 4.2564 -0.5338 -1.8222 0.0 0.0 0.0 0.3836
H 5.8580 -1.1495 -2.2707 0.0 0.0 0.0 0.3982
H 5.6681 0.5428 -1.7806 -0.1 0.0 0.0 0.3351
H 5.4542 1.8146 -8.5783 -0.1 0.0 0.0 -0.1777
H 4.8771 0.1313 -6.9606 0.0 0.0 0.0 -0.1659
H 3.1992 1.6984 -7.6574 0.0 0.0 0.0 -0.1609
H 1.7903 3.7644 -3.1973 -0.1 -0.6 0.1 0.1387
H 0.6798 4.2583 -4.3069 -0.1 -0.1 -0.1 0.2041
H 2.9238 4.8627 -6.7053 -0.2 -0.6 -0.2 0.2965
C -0.0940 1.5484 -1.8996 0.0 0.0 0.0 -0.9056
O 0.6296 2.2377 -0.8939 0.0 0.0 0.0 -0.2538
C -0.1732 3.0954 -0.1014 0.0 0.0 0.0 -0.7863
C -0.5207 2.4729 1.2335 0.0 0.0 0.1 -0.4901
O -1.3480 1.3352 1.0864 0.0 0.0 -0.1 -0.3355
C -0.6517 0.1045 1.1990 -0.1 -0.1 0.1 -0.2449
H 0.5713 0.7916 -2.3125 0.0 0.0 0.0 0.2002
H -0.9856 1.0593 -1.4997 0.0 0.0 0.1 0.4958
H -0.3797 2.2313 -2.7044 0.0 0.0 0.0 0.3535
H -1.0926 3.3594 -0.6352 0.0 0.0 0.0 0.3693
H 0.3940 4.0152 0.0738 0.0 0.0 0.0 0.4010
H -1.0666 3.2083 1.8333 0.0 0.0 0.0 0.4214
H 0.3990 2.2126 1.7694 0.0 0.0 0.0 0.3489
H -0.3660 -0.0846 2.2400 0.1 0.0 0.0 0.2139
H 0.2412 0.0885 0.5691 0.0 0.0 0.0 0.2614
H -1.3292 -0.6863 0.8798 0.0 0.0 0.0 -0.0500
C -0.6149 -0.2747 8.4205 0.0 0.0 0.0 -0.6908
O -1.5400 0.5718 7.7665 0.0 0.0 0.0 -0.3754
C -1.0078 1.2335 6.6330 0.0 0.0 0.1 -0.6833
C -1.4301 0.5716 5.3410 0.0 0.0 -0.2 -0.0460
O -0.8833 -0.7291 5.2032 0.0 0.0 0.1 -0.3827
C -1.7977 -1.7673 5.4953 0.0 0.0 0.0 -0.4858
H -1.1735 -0.8615 9.1475 0.0 0.0 0.0 0.2416
H -0.1196 -0.9501 7.7183 0.0 0.0 0.0 0.2887
H 0.1459 0.3094 8.9499 0.0 0.0 0.0 0.3271
H 0.0855 1.2721 6.6889 0.0 0.0 0.0 0.3511
H -1.3846 2.2608 6.6424 0.0 0.0 0.0 0.3765
H -1.0651 1.1694 4.4993 0.0 0.0 0.0 0.1221
H -2.5230 0.5368 5.2807 0.0 0.0 0.0 0.2998
H -2.5539 -1.8570 4.7063 0.0 0.0 0.0 0.0053
H -2.2994 -1.6052 6.4531 0.0 0.0 0.0 0.3429
H -1.2292 -2.6946 5.5406 0.0 0.0 0.0 0.3168
C -3.5220 -2.3026 -0.5705 0.0 0.1 0.0 -0.7827
O -2.8839 -3.0897 0.4155 0.1 0.0 -0.1 -0.3305
C -3.7409 -4.0401 1.0309 0.1 0.1 0.1 -0.0863
C -3.5388 -5.4301 0.4734 -0.1 -0.1 0.0 -0.7438
O -3.9311 -5.5218 -0.8859 0.0 0.1 0.0 -0.3810
C -2.8490 -5.4879 -1.7947 0.0 0.0 0.0 -0.6472
H -2.7488 -1.7371 -1.0896 0.0 0.0 0.0 0.1988
H -4.0651 -2.9134 -1.2960 0.0 0.0 0.0 0.4246
H -4.2185 -1.5936 -0.1084 0.0 0.0 0.0 0.3151
H -4.7869 -3.7409 0.9238 0.0 0.0 0.0 0.2378
H -3.5057 -4.0481 2.0988 0.0 0.0 0.0 0.2470
H -4.1574 -6.1297 1.0432 0.0 0.0 0.0 0.3589
H -2.4912 -5.7283 0.5900 0.0 0.0 0.0 0.3755
H -2.2742 -6.4201 -1.7571 0.0 0.0 0.0 0.3226
H -2.1777 -4.6492 -1.5921 0.0 0.0 0.0 0.2520
H -3.2694 -5.3764 -2.7928 0.0 0.0 0.0 0.2391
C -5.6829 -1.8208 2.9217 0.0 0.0 0.0 -0.6241
O -5.9889 -3.1420 3.3303 0.0 0.1 0.0 -0.2737
C -6.1590 -3.2653 4.7329 0.1 -0.1 0.0 -0.4330
C -7.6191 -3.3131 5.1249 -0.1 0.0 0.1 -0.6243
O -8.2823 -2.0928 4.8492 0.0 0.0 0.0 -0.3778
C -9.0623 -2.1199 3.6694 0.0 0.0 0.0 -0.6671
H -5.7584 -1.7823 1.8364 0.0 0.0 0.0 0.1559
H -6.3776 -1.0963 3.3526 0.0 0.0 0.0 0.4840
H -4.6594 -1.5537 3.2095 0.0 0.0 0.0 0.0880
H -5.6619 -2.4392 5.2526 0.0 0.0 0.0 0.3098
H -5.6794 -4.1986 5.0442 0.0 0.0 0.0 0.3766
H -7.6899 -3.4937 6.2017 0.0 0.0 0.0 0.3953
H -8.1128 -4.1433 4.6084 0.0 0.0 0.0 0.3306
H -9.9601 -2.7326 3.8065 0.0 0.0 0.0 0.3321
H -8.4950 -2.5067 2.8191 0.0 0.0 0.0 0.2633
H -9.3659 -1.0955 3.4611 0.0 0.0 0.0 0.2418
```
Positions in Å, forces in eV/Å.

Values from the calculation:
Lowest unoccupied orbital energy, Eh: 0.018
Relative energy (zero: lowest compared OMol25 entry of this formula, charge and spin), kJ/mol: 0.0
Highest occupied orbital energy, eV: -8.94
Electronic energy, eV: -68001.1940
Orbital gap, eV: 9.4333


No. 2
Below is a structure of composition C23H61BrINbO5PS at a distorted geometry, with properties calculated with the ωB97M-V functional and the def2-TZVPD basis.

```
94
Properties=species:S:1:pos:R:3:forces:R:3:mulliken_charge:R:1
S 5.4396 -3.1283 6.3744 0.1 0.1 0.0 -0.5318
P 5.0127 -1.2403 5.8423 -0.4 -1.0 0.0 0.0924
Nb 2.4296 -0.6795 6.0728 -1.2 2.4 0.0 -0.4804
Br 2.7064 1.8173 5.5352 -0.1 -0.3 0.2 -0.4208
C 0.2425 -0.7209 5.7742 0.4 -0.7 -0.9 -1.7188
C -0.3614 -1.8792 4.9528 -0.2 0.0 0.1 1.1290
C -0.7107 -3.0714 5.8455 0.0 0.2 -0.1 -1.2536
I -0.2553 -4.9487 4.9431 0.0 -0.2 -0.1 -0.0540
H 5.7960 -0.3278 6.5765 0.1 0.2 -0.1 0.0275
H 5.5124 -1.0091 4.5503 0.1 0.3 -0.1 0.0347
H 2.6425 -1.2099 4.3077 0.4 -0.4 0.6 0.2092
H 2.0849 -2.3548 6.5122 -0.1 0.0 0.2 0.1089
H 2.6654 -0.4144 7.8979 0.7 -0.7 -0.2 0.0607
H -0.0183 0.2378 5.3121 0.0 0.0 0.1 0.6969
H -0.1565 -0.7410 6.8020 0.1 0.2 0.0 0.4371
H 0.3413 -2.1840 4.1800 0.0 0.0 0.1 -0.5834
H -1.2753 -1.5639 4.4317 0.1 0.0 0.0 0.2946
H -0.1391 -3.0751 6.7710 0.0 0.0 -0.1 0.4836
H -1.7789 -3.1265 6.0431 0.1 0.0 0.2 0.5030
C -0.2062 -4.8956 -1.0174 0.0 0.0 0.1 -1.0761
C 0.6323 -3.6274 -1.0576 0.1 -0.1 -0.1 -0.3844
O 0.3564 -2.7169 -0.0133 -0.1 0.1 0.0 -0.2875
C 0.5942 -3.1975 1.3064 0.1 0.0 0.1 0.2610
C 2.0370 -3.5900 1.5652 0.0 0.0 -0.1 -1.0573
H -1.2691 -4.6485 -0.9985 0.0 0.0 0.0 0.3055
H -0.0012 -5.5026 -1.9012 0.0 0.0 0.0 0.3884
H 0.0168 -5.5033 -0.1402 0.0 0.0 0.0 0.2647
H 0.4199 -3.0784 -1.9773 0.0 0.0 0.0 0.3275
H 1.6986 -3.8830 -1.0759 0.0 0.0 0.0 0.3114
H -0.0814 -4.0262 1.5424 0.0 0.0 0.0 0.3141
H 0.3166 -2.3696 1.9594 0.0 0.0 0.0 -0.3005
H 2.3406 -4.4536 0.9702 0.0 0.0 0.0 0.2958
H 2.1688 -3.8432 2.6179 0.0 0.0 0.0 0.3796
H 2.7031 -2.7592 1.3264 0.0 0.0 0.0 0.2685
C -2.6054 1.9619 -0.4954 0.0 -0.1 0.1 -1.0142
C -1.4765 2.6992 0.2046 0.0 0.1 -0.1 0.0464
O -1.0191 2.1001 1.3979 0.0 -0.1 0.0 -0.4740
C -0.4898 0.7869 1.2562 0.0 -0.1 0.0 -0.1298
C 0.7025 0.6863 0.3229 0.0 0.1 0.0 -0.8570
H -3.4450 1.8125 0.1860 0.0 0.0 0.0 0.2724
H -2.9493 2.5533 -1.3465 0.0 0.0 0.0 0.3244
H -2.3010 0.9833 -0.8690 0.1 0.0 0.0 0.2684
H -1.8243 3.6920 0.4962 0.0 0.0 0.0 0.3297
H -0.6446 2.8490 -0.4964 0.0 0.0 0.0 0.0169
H -1.2730 0.0902 0.9346 0.0 0.0 0.0 0.1668
H -0.1967 0.4969 2.2657 0.0 0.0 0.0 0.2448
H 0.4363 0.9092 -0.7122 0.0 0.0 0.0 0.2450
H 1.0895 -0.3322 0.3487 0.0 0.0 0.0 0.1783
H 1.4898 1.3773 0.6297 0.0 0.0 0.0 0.3099
C -6.3314 5.0655 -0.9363 0.0 -0.1 0.0 -1.2396
C -5.3863 4.7704 -2.0887 0.0 0.0 0.0 0.0367
O -5.5631 3.4894 -2.6694 0.0 0.0 0.0 -0.3389
C -6.8367 3.2347 -3.2310 0.0 0.0 0.0 -0.3874
C -7.2183 4.1748 -4.3629 0.1 0.0 0.0 -1.0452
H -6.2577 4.2853 -0.1777 0.0 0.0 0.0 0.3168
H -6.0668 6.0203 -0.4804 0.0 0.0 0.0 0.4039
H -7.3713 5.1295 -1.2601 0.0 0.0 0.0 0.2941
H -4.3580 4.7746 -1.7250 0.0 0.0 0.0 0.1247
H -5.4605 5.5537 -2.8532 0.0 0.0 0.0 0.2536
H -7.6124 3.2435 -2.4559 0.0 0.0 0.0 0.3156
H -6.7713 2.2123 -3.6041 0.0 0.0 0.0 0.3268
H -7.3542 5.2004 -4.0175 0.0 0.0 0.0 0.2669
H -8.1585 3.8495 -4.8108 0.0 0.0 0.0 0.3929
H -6.4462 4.1751 -5.1336 0.0 0.0 0.0 0.2882
C 6.2307 -5.5477 -1.9477 -0.1 0.0 0.0 -1.0784
C 5.0999 -6.5228 -1.6686 0.0 0.0 0.0 -0.3318
O 3.8232 -6.0616 -2.0769 0.0 0.0 0.0 -0.3719
C 3.6688 -5.7930 -3.4564 0.0 0.1 0.0 -0.2754
C 3.8823 -6.9998 -4.3557 0.0 0.0 0.1 -1.1545
H 6.0108 -4.5755 -1.5053 0.0 0.0 0.0 0.2936
H 7.1565 -5.9255 -1.5119 0.0 0.0 0.0 0.4074
H 6.4009 -5.4074 -3.0162 0.0 0.0 0.0 0.2630
H 5.0023 -6.6786 -0.5945 0.0 0.0 0.0 0.3418
H 5.3207 -7.4996 -2.1161 0.0 0.0 0.0 0.2948
H 4.3230 -4.9690 -3.7662 0.0 0.0 0.0 0.3391
H 2.6426 -5.4361 -3.5538 0.0 0.0 0.0 0.2977
H 4.9147 -7.3511 -4.3330 0.0 0.0 0.0 0.2715
H 3.6438 -6.7381 -5.3877 0.0 0.0 0.0 0.3977
H 3.2374 -7.8231 -4.0451 0.0 0.0 0.0 0.3063
C 1.3592 6.9592 -1.2578 -0.1 0.0 0.0 -1.3192
C 0.3144 5.8866 -1.0060 0.0 -0.1 0.1 -0.1515
O -1.0111 6.2742 -1.3387 0.0 0.0 0.0 -0.4002
C -1.2407 6.5877 -2.6991 0.0 0.0 0.0 -0.3460
C -0.9899 5.4316 -3.6536 0.0 0.0 0.1 -1.0283
H 1.0888 7.8820 -0.7426 0.0 0.0 0.0 0.3174
H 2.3261 6.6211 -0.8836 0.0 0.0 0.0 0.4224
H 1.4751 7.1837 -2.3193 0.0 0.0 0.0 0.2899
H 0.2733 5.6515 0.0573 0.0 0.0 0.0 0.3919
H 0.5824 4.9586 -1.5234 0.0 0.0 0.0 0.2403
H -0.6540 7.4639 -3.0023 0.0 0.0 0.0 0.3653
H -2.2916 6.8787 -2.7402 0.0 0.0 0.0 0.3170
H 0.0626 5.1484 -3.6887 0.0 0.0 0.0 0.3302
H -1.2903 5.7147 -4.6637 0.0 0.0 0.0 0.3940
H -1.5668 4.5562 -3.3508 0.0 0.0 0.0 0.1927
```
Positions in Å, forces in eV/Å.

Values from the calculation:
Lowest unoccupied orbital energy, Eh: 0.073
Highest occupied orbital energy, eV: -4.10
Electronic energy, eV: -134891.9276
Net charge: -1
Orbital gap, eV: 6.0920